Entry 1:
Below is a cluster of 2 separate species, C5H10O2 in total, with properties calculated with ωB97M-V/def2-TZVPD.

Each line ends with the Mulliken charge.
Cartesian coordinates (Å):
C 2.614 -0.331 0.735  -0.770
O 1.237 -0.131 0.565  -0.281
C 0.755 -0.492 -0.727  -0.405
C -0.698 -0.220 -0.671  0.292
C -1.367 0.479 0.198  -0.069
O -1.247 1.367 1.181  -0.501
C -2.039 -0.777 -0.165  -0.530
H 2.899 -1.366 0.501  0.279
H 2.832 -0.129 1.786  0.236
H 3.203 0.348 0.103  0.305
H 1.253 0.124 -1.495  0.316
H 0.982 -1.546 -0.944  0.316
H -0.286 1.509 1.260  0.357
H -2.902 -0.798 -0.837  0.202
H -2.057 -1.567 0.599  0.237
H -2.529 1.854 -1.380  -0.085
H -3.122 2.013 -0.959  0.100

Atomic forces in eV per Å
0.3 0.0 0.0
0.0 0.0 0.0
-0.1 -0.1 -0.2
0.1 0.2 0.3
0.1 -0.3 -0.2
0.1 -0.1 0.0
-0.3 -0.1 0.1
0.0 0.1 0.0
0.1 0.0 -0.2
0.0 -0.1 0.1
-0.1 -0.1 0.1
0.0 0.1 0.1
-0.2 0.1 0.1
0.2 0.1 0.1
0.0 0.1 -0.2
-0.2 0.1 0.0
0.0 0.1 -0.1

The HOMO energy comes out at -8.63 eV. As for the spin multiplicity: 1. As for the SMILES: COCC1=C(O)C1.[H][H]. The total charge is 0. For the LUMO energy, the calculation gives 0.8 eV. As for the total energy: -346.8264 Ha. Its frontier orbital gap is 9.474 eV.

Entry 2:
Below is a structure of composition C40H47N2O3P2PdSi2, with properties calculated with ωB97M-V/def2-TZVPD.

Each line ends with the Mulliken charge.
Cartesian coordinates (Å):
Pd 0.399 -0.333 -0.546  -0.468
C 0.352 1.514 -4.000  -0.886
Si 0.722 2.864 -2.691  0.027
C -0.620 4.231 -2.858  -1.100
C 2.353 3.788 -3.110  -1.172
N 0.930 2.020 -1.223  0.236
P 0.449 2.073 0.304  2.689
C 1.259 0.777 1.103  -1.762
P 0.466 -0.437 2.045  2.508
N 0.763 -1.848 1.364  0.186
Si 0.572 -3.510 1.705  -0.186
C 0.454 -4.419 0.034  -0.925
C -0.956 -3.976 2.775  -1.052
C 2.133 -4.119 2.641  -1.113
C -1.321 -0.245 2.340  1.049
C -2.174 -0.866 1.435  -0.951
C -3.538 -0.834 1.653  -0.635
C -4.051 -0.156 2.749  -0.794
C -3.202 0.512 3.615  -0.912
C -1.836 0.469 3.413  -0.014
C 1.202 -0.545 3.713  0.284
C 0.576 -1.088 4.829  -0.258
C 1.301 -1.355 5.977  -0.871
C 2.657 -1.080 6.025  -0.468
C 3.290 -0.539 4.916  -0.822
C 2.568 -0.294 3.764  -0.793
C -1.371 2.258 0.397  0.933
C -2.122 1.609 -0.578  -0.828
C -3.488 1.809 -0.641  -0.837
C -4.109 2.631 0.288  -0.720
C -3.372 3.222 1.302  -0.772
C -2.002 3.039 1.356  -0.167
C 1.023 3.681 0.959  -0.204
C 0.448 4.895 0.604  -0.214
C 1.051 6.083 0.974  -0.899
C 2.231 6.067 1.702  -0.539
C 2.802 4.859 2.072  -0.652
C 2.205 3.673 1.685  -0.576
H -0.112 1.913 -4.898  0.483
H -0.315 0.763 -3.578  0.031
H 1.263 1.002 -4.296  0.162
H -0.785 4.469 -3.905  0.485
H -0.295 5.143 -2.365  0.279
H -1.569 3.936 -2.422  0.275
H 2.319 4.205 -4.114  0.358
H 3.209 3.124 -3.043  0.290
H 2.512 4.603 -2.407  0.290
H -0.438 -4.127 -0.511  0.158
H 0.437 -5.498 0.161  0.454
H 1.307 -4.163 -0.585  0.152
H -1.878 -3.638 2.310  0.258
H -0.893 -3.510 3.754  0.276
H -1.027 -5.050 2.921  0.485
H 3.024 -3.750 2.144  0.303
H 2.187 -5.204 2.673  0.376
H 2.149 -3.747 3.662  0.265
H -1.742 -1.385 0.573  0.331
H -4.212 -1.342 0.980  0.439
H -5.118 -0.140 2.928  0.379
H -3.607 1.065 4.451  0.438
H -1.152 0.981 4.076  0.597
H -0.482 -1.307 4.794  0.413
H 0.815 -1.796 6.838  0.388
H 3.222 -1.310 6.919  0.366
H 4.350 -0.329 4.956  0.416
H 3.042 0.083 2.868  0.317
H -1.606 0.962 -1.297  0.026
H -4.073 1.328 -1.414  0.452
H -5.173 2.817 0.221  0.381
H -3.867 3.828 2.050  0.393
H -1.408 3.506 2.131  0.530
H -0.477 4.894 0.043  0.590
H 0.608 7.031 0.689  0.395
H 2.709 7.001 1.970  0.376
H 3.713 4.846 2.657  0.428
H 2.630 2.711 1.941  0.292
C -3.172 -4.424 -5.306  -0.772
O -1.812 -4.453 -5.647  -0.469
C -0.951 -3.710 -4.871  1.109
C 0.392 -3.748 -5.280  -0.910
C 1.327 -3.056 -4.559  -0.729
C 0.993 -2.316 -3.416  0.448
C 2.049 -1.706 -2.641  0.865
C 3.340 -1.321 -3.346  -2.053
O 2.017 -1.534 -1.419  -0.581
C -0.387 -2.221 -3.008  -0.377
O -0.830 -1.466 -2.084  -0.040
C -1.322 -2.987 -3.769  -0.427
H -3.683 -5.059 -6.031  0.233
H -3.573 -3.406 -5.376  0.313
H -3.339 -4.815 -4.295  0.298
H 0.649 -4.346 -6.139  0.412
H 2.366 -3.130 -4.849  0.410
H 3.154 -0.947 -4.347  0.491
H 3.994 -2.191 -3.394  0.451
H 3.825 -0.554 -2.748  0.410
H -2.350 -2.953 -3.438  0.272

Atomic forces in eV per Å
0.2 0.5 0.6
0.1 0.6 0.4
0.2 -0.3 -0.7
0.4 -0.5 0.4
-0.7 -0.4 0.1
-1.0 -0.7 0.5
0.8 0.9 -0.3
-1.2 -0.7 -0.8
0.5 -0.6 0.5
-0.8 0.9 -0.4
0.2 -0.3 -0.3
0.0 0.3 0.8
0.6 0.3 -0.4
-0.7 0.2 -0.3
0.3 -0.1 -0.1
0.1 -0.2 0.0
-0.1 0.0 0.0
-0.1 0.0 0.1
-0.1 0.0 0.1
0.1 -0.1 -0.1
0.0 0.1 -0.1
-0.2 0.1 -0.1
0.0 -0.1 0.2
0.1 0.0 0.0
0.1 -0.1 0.2
0.0 0.2 -0.1
0.3 -0.1 -0.1
0.1 0.0 -0.3
-0.1 0.0 -0.1
-0.1 0.0 -0.1
-0.1 0.1 0.1
0.1 -0.1 -0.1
0.1 -0.2 0.1
-0.1 -0.1 0.0
0.0 0.2 -0.1
0.1 0.1 0.0
0.1 0.2 0.1
-0.1 -0.2 0.2
-0.1 0.1 -0.2
-0.1 -0.1 0.1
0.2 -0.1 0.0
0.0 0.0 -0.2
0.1 0.2 0.1
-0.2 -0.1 0.1
0.0 0.1 -0.2
0.1 -0.2 0.0
0.0 0.1 0.1
-0.2 0.1 -0.1
0.0 -0.3 0.1
0.2 0.1 -0.1
-0.2 0.1 -0.1
0.0 0.1 0.2
0.1 -0.2 0.0
0.1 0.1 -0.2
0.0 -0.2 0.0
0.0 0.1 0.2
-0.3 0.1 0.2
0.0 0.0 -0.1
-0.1 0.0 0.0
-0.1 0.0 0.1
0.0 0.1 0.1
-0.1 -0.1 0.0
-0.1 0.0 0.0
0.0 0.0 0.0
0.1 0.0 -0.1
0.1 0.1 0.0
-0.3 0.2 0.1
0.0 0.0 0.0
-0.1 -0.1 0.0
0.0 0.0 0.0
-0.1 0.1 0.1
-0.1 0.1 -0.1
0.0 0.0 0.0
0.0 0.0 0.1
0.0 0.0 0.0
0.1 0.0 0.0
-0.2 0.0 0.1
0.4 0.2 0.1
0.1 -0.1 0.0
0.0 -0.2 -0.3
-0.2 0.0 0.1
-0.6 0.1 0.2
0.8 0.0 0.5
-0.2 0.1 0.2
0.7 -0.6 -1.1
0.4 -0.2 -0.5
0.3 0.4 0.8
-0.4 0.0 0.0
0.0 0.0 0.1
0.0 -0.1 0.1
0.0 0.1 -0.1
0.1 -0.1 -0.1
0.1 0.1 -0.1
0.1 0.0 -0.2
0.1 -0.1 -0.1
0.0 0.0 0.0
0.0 0.1 0.0

The HOMO energy (alpha / beta) comes out at -4.52 / -4.52 eV. As for the spin multiplicity: 1. The total charge is -1. For the LUMO energy (alpha / beta), the calculation gives 2.2 / 2.2 eV. As for the total energy: -3277.3813 Ha. Its frontier orbital gap (alpha / beta) is 6.724 / 6.723 eV.

Entry 3:
Below is a cluster of 2 separate species, C2H2Cl2Si in total, with properties calculated with ωB97M-V/def2-TZVPD.

Each line ends with the Mulliken charge.
Cartesian coordinates (Å):
C -0.199 -0.363 -1.717  -0.214
C -0.172 0.315 -0.744  -0.563
Si -0.417 1.359 1.835  0.791
Cl 0.172 3.285 1.840  -0.108
Cl -2.302 1.516 2.686  -0.205
H -0.180 -0.850 -2.683  0.345
H -0.034 0.214 2.573  -0.047

Atomic forces in eV per Å
0.1 -1.4 -2.7
-0.4 2.6 5.2
-1.8 -0.2 -2.6
0.6 -0.5 -0.2
0.3 -0.2 -0.7
0.0 0.2 0.7
1.3 -0.5 0.3

The HOMO energy comes out at -9.86 eV. As for the spin multiplicity: 1. The total charge is 0. For the LUMO energy, the calculation gives -1.3 eV. As for the total energy: -1287.1915 Ha. Its frontier orbital gap is 8.544 eV.

Entry 4:
Below is the molecule C2H4N2S2, with properties calculated with ωB97M-V/def2-TZVPD.

Each line ends with the Mulliken charge.
Cartesian coordinates (Å):
H -0.247 1.458 1.566  0.181
N 0.556 1.794 1.053  -0.644
C 0.730 0.991 0.044  0.607
N 1.532 1.261 -1.070  -0.567
C -0.102 -0.226 -0.098  0.037
S 0.452 -1.760 -0.542  -0.226
S -1.757 -0.168 0.541  -0.168
H 2.208 1.980 -0.940  0.299
H 2.171 0.215 -1.208  0.327
H -1.635 1.224 1.046  0.154

Atomic forces in eV per Å
0.5 0.0 0.7
0.9 -0.7 -1.9
-0.4 2.2 0.6
2.1 -5.4 0.3
-0.6 -3.1 0.5
-0.4 2.3 0.2
1.0 2.4 0.4
0.4 0.8 0.5
-2.6 3.9 0.1
-0.9 -2.5 -1.2

The HOMO energy comes out at -9.32 eV. As for the spin multiplicity: 1. As for the SMILES: [H]/N=C(/N)C(=S)S. The total charge is 0. For the LUMO energy, the calculation gives -1.2 eV. As for the total energy: -984.4263 Ha. Its frontier orbital gap is 8.129 eV.

> Which of these has the lowest total charge?

C40H47N2O3P2PdSi2